Here is a structure of composition C24H18BrN3O6PtS at a distorted geometry from the Open Molecules 2025 dataset. Energies are from the ωB97M-V functional and the def2-TZVPD basis.

Geometry as XYZ:
```
54
Properties=species:S:1:pos:R:3
N -0.130 1.239 -0.708
H 6.158 3.827 1.175
H -0.894 -1.856 1.658
C -4.724 -3.853 1.187
H 0.816 -2.179 -5.173
C 0.843 -1.303 -3.256
H -4.791 -4.539 0.318
C 3.819 1.519 0.412
C 5.354 1.868 -1.440
O -1.548 2.720 -2.220
O -2.987 -2.747 -0.018
O -2.801 2.536 3.444
C 1.794 0.879 1.778
C 0.444 -0.059 -5.288
C -5.470 -2.936 3.289
C 0.865 -0.188 2.075
H 2.863 -0.473 0.698
H 3.694 0.484 -1.487
C 4.212 1.239 -0.896
C 0.238 1.148 -4.626
H 6.851 3.197 -1.023
N -0.403 -0.002 2.109
Br 1.477 2.535 2.669
H -6.068 -2.981 4.209
S -0.145 2.288 -2.021
H 5.744 1.565 -2.387
H -6.222 -4.695 2.335
C 4.442 2.465 1.181
H 0.954 -2.169 -2.644
C -2.593 -0.720 2.095
H -4.529 -1.157 4.030
C 0.266 0.002 -1.128
C 0.311 1.098 -3.224
H -2.875 -1.805 -0.208
C 5.573 3.093 0.672
C 6.006 2.757 -0.599
H -2.822 -0.039 2.955
C -3.638 -1.839 2.166
O -2.721 -0.017 0.901
C -5.526 -3.878 2.328
O 0.903 3.243 -1.900
N -1.195 -1.109 2.266
C 2.822 0.622 0.969
C -2.238 2.286 2.508
Pt -1.266 1.578 1.015
O 0.364 -0.960 -0.389
H 0.013 2.113 -5.115
C 0.550 -0.077 -2.595
C -4.538 -1.912 3.218
C -3.725 -2.835 1.162
H 4.238 2.629 2.222
C 0.749 -1.269 -4.637
H 1.267 -1.177 2.307
H 0.219 -0.155 -6.372
```

Results
- energy relative to the best compared isomer or geometry (same formula, charge and spin) (kJ/mol) = 0.00
- orbital gap (spin up / spin down) (eV) = 8.2 / 6.9
- LUMO (spin up / spin down) (eV) = -0.271 / -1.747
- HOMO (spin up / spin down) (eV) = -8.465 / -8.620
- calculated total energy (Eh) = -4632.46093
- spin multiplicity = 3
- molar mass (g/mol) = 751.47

Here is a cluster of 22 separate species, C67H143N21O19 in total at a distorted geometry from the Open Molecules 2025 dataset. Energies are from the ωB97M-V functional and the def2-TZVPD basis.

Geometry as XYZ:
```
250
Properties=species:S:1:pos:R:3
H -1.188 1.289 -4.242
H 0.375 2.341 5.013
H -2.474 -3.862 -6.767
N -4.420 3.169 -1.315
C -0.003 5.292 -1.629
C -0.094 -5.133 -0.366
C -0.113 1.507 -0.549
C 3.986 -2.842 2.674
H -4.025 -4.015 -7.682
N 4.622 2.583 -0.195
O 4.462 -2.902 1.551
O -4.112 -0.844 -3.816
C -3.100 -0.197 -4.141
H 0.635 3.105 -2.727
H -1.017 -4.814 0.149
C -0.517 -3.762 5.276
H -3.014 -6.432 -6.021
C 0.881 -1.734 -2.958
H -1.703 5.262 4.861
C 3.779 6.819 2.684
H 2.762 4.953 5.054
C -2.451 -1.453 -7.707
H 6.871 -0.494 2.034
H 0.019 -4.677 -1.350
H 5.176 -0.002 2.240
H 1.961 7.895 0.089
H 3.283 6.504 -0.632
C -0.125 -0.699 3.583
H -3.797 -2.434 1.709
H 1.363 7.659 1.793
H 3.897 7.781 3.176
H -1.021 -0.981 4.112
C -3.184 -3.303 1.821
H -2.164 -0.164 -3.520
H 2.266 2.792 3.464
H -3.994 3.372 -3.427
H -2.770 -2.868 6.708
H 4.406 -3.695 5.664
H -4.438 -4.534 3.709
H -3.225 -0.639 3.249
O -5.445 2.045 0.425
C -9.191 -0.911 0.407
H 6.426 -3.483 -1.536
H 5.279 -1.279 -3.822
C -1.850 1.593 -5.055
H 6.987 2.874 3.698
C -7.955 -3.007 0.869
H 5.959 -4.437 2.628
N 3.273 -4.176 -3.685
C 3.739 6.324 0.333
H -2.132 -1.858 -6.747
C -0.836 0.310 -0.536
H 0.017 -6.703 -5.958
H 2.240 -6.418 0.099
H -4.354 2.118 3.346
H -8.030 -3.132 1.979
N 0.981 -4.877 0.524
O 1.200 5.353 3.654
H -4.316 0.216 -6.555
H 4.651 -5.623 3.136
H 4.767 -0.659 -0.216
C 0.713 -4.120 1.608
C 3.335 3.442 -2.929
C -4.183 1.019 -5.841
H -0.183 -1.295 -4.906
N -2.813 -2.558 -8.477
N -0.688 -3.401 6.541
O 1.641 2.825 0.361
H -4.482 -2.902 -9.806
C 2.917 -3.196 -3.178
H 3.132 5.500 -4.264
H -0.621 5.520 -4.923
C -0.390 -6.539 -4.951
H -3.221 1.953 -2.534
H 5.847 -4.864 4.318
H 4.066 2.444 -5.774
H 0.086 4.437 -1.034
H -0.845 6.567 4.255
H -0.264 -4.034 -4.158
H 0.833 5.947 -1.572
H 6.874 -1.933 -3.516
H 2.871 -5.253 1.355
H -2.598 3.466 -2.456
H 1.395 -0.504 -4.721
H -2.396 -4.513 7.044
H 1.166 -2.350 -5.000
O -2.159 -3.536 -4.023
C 3.223 4.707 -5.003
C -6.111 -0.841 3.366
N -0.910 4.861 2.977
C -2.032 -3.481 7.161
H 0.569 6.534 -4.079
H -3.638 -1.341 -9.904
C 2.323 -5.377 0.368
O 4.547 0.442 -1.893
H -6.675 1.196 3.550
H -6.835 -0.005 0.006
C 1.247 -0.784 0.453
H 3.260 -2.483 4.925
H 2.739 -4.090 4.886
H -0.322 -3.819 1.669
N 5.824 -1.457 -1.798
H 2.350 2.261 -5.355
H 6.124 -2.625 -0.076
C -2.783 -6.103 -5.032
C -4.008 -5.268 2.986
H -3.703 -1.561 -2.365
H 8.193 0.525 4.932
O 3.025 0.657 0.862
C 1.137 1.691 0.106
C 3.647 -3.500 4.877
H 4.211 4.841 5.938
H 1.825 -1.649 0.805
O 4.653 5.519 0.490
O -4.305 -4.460 -0.550
H 2.423 8.952 1.453
C -1.122 0.954 5.690
H -2.276 -3.208 1.174
H 2.199 4.714 -5.439
H 3.629 1.520 -4.276
C -5.912 0.570 3.111
H -1.300 1.619 -6.045
H -2.764 -6.988 -4.313
H 4.729 6.210 2.564
H -9.094 0.157 0.327
O 3.154 4.428 -2.195
C -3.551 2.961 -2.497
H -4.098 -2.537 -1.035
N -2.117 0.403 5.885
H -2.870 -2.841 -10.584
H 3.390 2.450 -2.513
H -2.093 -3.302 8.201
H -2.038 2.643 -4.895
H -1.212 6.588 -3.693
C 0.389 3.781 -3.562
C 6.529 -2.503 -1.091
H -3.993 -0.200 1.651
H 7.572 -2.190 -1.035
H -2.871 -2.853 -2.153
H 4.942 2.827 4.694
C 2.164 7.933 1.141
H -2.539 -4.596 -8.374
H -2.349 4.718 1.573
H -5.318 4.949 -1.676
H 3.004 -1.159 -2.906
H 5.954 -1.161 3.366
C -1.297 -4.312 -4.301
C -0.106 -0.944 0.042
C 4.150 3.403 4.278
H 0.977 0.854 5.520
H -2.546 6.096 3.574
H 2.884 -4.809 -0.346
C -3.473 -2.420 -9.709
C 0.459 4.736 2.942
H -2.531 0.802 2.409
C 5.040 -0.527 -1.283
H 3.616 2.157 2.638
H 0.828 4.162 2.075
H 2.595 -1.943 -1.489
H 3.942 4.902 -5.745
H -9.613 -1.391 -0.508
C 7.122 0.793 4.910
H 0.772 -1.128 4.063
H 3.823 1.973 0.260
H -3.877 5.271 -0.805
H 0.478 -3.727 4.881
C -4.465 1.014 3.430
H 4.265 3.551 -0.336
H -3.497 -5.377 -4.648
N 3.426 3.512 -4.212
N 4.393 -3.531 3.682
C -4.793 2.068 -0.613
O -0.722 -1.967 0.092
O -5.716 -1.686 0.019
N 3.334 7.125 1.328
H -2.780 -3.333 2.802
H -2.763 -1.624 -0.982
H -9.812 -1.113 1.297
N -3.893 -4.553 1.694
C 2.359 -1.968 -2.550
H -5.953 0.726 2.010
O 6.559 2.325 1.780
H 0.475 -0.946 -2.288
C 3.042 1.171 4.345
C -6.734 -1.055 0.183
C 0.142 1.319 5.028
H 5.365 2.672 0.526
C -0.035 0.829 3.576
C 3.363 2.319 -4.974
C 0.331 -2.561 7.256
N 2.923 0.172 4.872
H -0.227 -1.117 2.582
H -5.222 4.553 0.046
N -7.900 -1.536 0.626
H 3.368 -1.962 2.877
H -0.199 -6.229 -0.489
C -2.945 -3.787 -7.761
C -0.355 5.969 -3.965
H 0.813 1.231 3.007
C -4.685 4.578 -0.923
H -4.762 -6.079 2.806
H -0.780 -7.504 -4.667
N -0.196 4.874 -3.057
N -3.338 -2.147 -1.637
H 2.875 3.611 6.017
N 6.669 0.851 3.558
H 1.343 -2.655 6.847
C -1.765 4.068 2.168
C 3.246 2.396 3.623
H 0.416 -6.189 -4.301
H 4.665 4.072 3.477
H -8.787 -3.397 0.321
H -5.308 -5.823 0.698
H -4.124 1.902 -6.381
H -4.579 1.172 -1.170
H 6.633 -0.239 -3.453
N -3.037 0.788 -5.050
H 0.081 -1.517 7.193
H -4.318 0.797 4.496
C 0.821 -1.449 -4.467
H -3.067 -5.666 3.332
O -1.970 0.226 -0.979
H -0.934 1.250 3.206
O -2.320 -0.290 -8.031
O 1.572 -3.786 2.475
H 6.529 0.089 5.532
C 6.191 -1.218 -3.173
H -2.461 3.413 2.797
H 0.401 -2.856 8.268
C -3.496 0.217 2.570
H -5.076 1.018 -5.235
H -6.983 -3.488 0.555
H -0.920 5.811 -1.385
H -1.138 3.452 1.549
O -1.439 -4.245 4.550
H 5.025 2.063 -1.011
C -1.565 5.800 3.952
C -4.483 -5.004 0.543
N -1.465 -5.539 -4.893
C 1.885 0.456 0.480
H 3.115 6.262 3.265
H 6.982 1.752 5.376
H -0.615 2.404 -0.855
H 0.390 -2.660 -2.769
C 6.111 -0.260 2.766
C 3.498 4.260 5.370
C 5.266 -4.687 3.387
C 6.768 2.062 2.975
N -6.137 -1.961 3.535
O 0.499 3.395 -4.728
```

Results
- energy relative to the best compared isomer or geometry (same formula, charge and spin) (kJ/mol) = 817.39
- orbital gap (eV) = 7.1
- LUMO (eV) = 0.567
- HOMO (eV) = -6.549
- calculated total energy (Eh) = -5218.09617
- spin multiplicity = 1
- molar mass (g/mol) = 1547.01

Here is a cluster of 3 separate species, C25H42BrCl2O12PS2 in total at a distorted geometry from the Open Molecules 2025 dataset. Energies are from the ωB97M-V functional and the def2-TZVPD basis.

Geometry as XYZ:
```
85
Properties=species:S:1:pos:R:3
C 5.568 -1.081 3.780
O -9.199 -3.140 -3.127
H -3.088 5.970 2.473
C 0.994 3.713 0.665
C 3.758 4.049 1.681
C -7.375 -1.763 -2.310
H -8.432 -3.298 -1.200
H -1.321 -4.598 0.254
O -4.041 1.029 1.615
C -1.851 -3.529 0.212
Cl -0.869 1.322 2.225
P -3.157 -0.446 1.162
C 4.878 -0.591 -1.424
C 2.920 -2.620 -0.650
H 0.823 -2.350 -1.676
C 3.539 -1.102 -0.566
H 0.634 0.749 -1.037
S 6.058 1.271 4.841
C -1.775 -0.058 -0.109
H 5.277 0.526 -1.361
H 6.629 -1.358 -2.976
O -7.377 -4.150 -4.514
C -8.630 -2.544 -1.970
H 7.529 2.784 5.884
O 6.548 -0.125 4.157
C 5.049 -3.228 -2.437
H -10.748 -5.162 -4.212
C -0.733 1.161 0.391
C -9.856 -4.950 -4.805
H 1.059 3.361 1.803
H -0.750 2.946 -2.942
O 1.572 5.081 0.650
C -0.725 -2.298 0.079
H 0.634 4.637 -1.744
O 0.611 0.627 -0.023
H -6.569 -2.432 -2.625
C -1.610 4.430 1.041
H 5.638 -0.479 1.704
H -9.554 -5.842 -5.358
Cl -0.061 -2.011 1.767
C 7.646 1.796 5.434
H -2.385 0.458 -1.003
H 4.282 0.201 2.599
C -1.364 3.880 -2.537
H 6.087 -2.036 3.647
H 4.833 -1.222 4.579
H -7.025 -1.198 -1.441
C 4.894 -0.698 2.476
O 5.637 2.178 3.794
H -1.353 4.667 -3.434
H 3.359 4.517 -0.517
C 3.048 4.983 0.535
C 3.705 -3.707 -1.614
O 1.746 -3.122 0.092
H -9.380 -1.857 -1.563
Br -4.837 -1.653 0.111
H 1.725 3.023 0.026
H -2.440 -3.443 1.243
H 4.244 -1.504 2.126
H 3.802 2.933 1.259
H 3.488 6.081 0.683
C 5.662 -1.705 -2.394
H 5.591 -4.038 -3.090
H 0.203 -4.072 -1.214
H 8.338 1.851 4.591
H 3.066 3.984 2.641
H -3.507 1.841 1.307
O -1.115 -1.185 -0.731
H 3.284 -4.799 -1.690
C -0.524 3.609 0.064
H -7.561 -1.069 -3.136
H -0.851 5.680 -1.068
C -2.465 5.127 1.908
H 3.053 -0.282 0.127
O -8.455 -5.488 -2.653
H 4.843 4.367 1.983
C 0.529 -3.040 -0.755
H -10.036 -4.126 -5.498
H -2.444 3.577 -2.205
C -0.475 4.582 -1.306
O 5.217 0.968 5.980
S -8.530 -4.505 -3.714
H 7.999 1.083 6.182
H -2.550 -3.473 -0.728
O -0.982 2.331 -0.414
```

Results
- orbital gap (eV) = 8.7
- LUMO (eV) = -0.003
- HOMO (eV) = -8.674
- calculated total energy (Eh) = -6512.08253
- spin multiplicity = 1
- molar mass (g/mol) = 780.52